1.
The following is a DFT calculation (the ωB97M-V functional and the def2-TZVPD basis) of C5H14N2O in the gas phase at a distorted geometry.

```
22
Properties=species:S:1:pos:R:3:forces:R:3:lowdin_charge:R:1
C 1.928415 0.170880 2.738301 3.1 0.0 0.8 -0.195
N 1.226682 0.673538 1.589878 -3.2 -0.1 -0.4 -0.132
C 0.315947 -0.367508 0.891342 0.9 2.2 0.1 -0.164
C -0.297490 0.219575 -0.419109 1.0 -0.1 -0.4 -0.412
C -1.519315 1.092503 -0.153545 0.6 1.8 0.9 -0.070
N -0.574313 -0.950596 -1.217668 -1.7 -0.9 1.2 -0.081
C -0.153656 -1.046209 -2.552481 0.2 -1.0 0.1 -0.339
O -0.835287 -0.171131 -3.416002 -0.5 0.8 -0.9 -0.068
H 3.022973 0.486280 2.584539 -1.0 -1.4 0.0 0.085
H 1.826751 -0.922812 2.979752 0.1 1.0 -0.5 0.086
H 1.831812 0.736111 3.668772 -1.1 -0.1 0.0 0.059
H 0.559885 1.375289 1.980196 0.7 -0.5 -0.8 0.093
H -0.597408 -0.570257 1.503350 0.9 -0.7 0.0 0.119
H 0.968653 -1.218224 0.596411 -0.8 0.4 0.6 0.119
H 0.444614 0.839196 -1.018863 -0.6 -0.7 1.0 0.162
H -1.689264 1.849398 -0.935828 0.5 -0.1 0.2 0.077
H -2.495027 0.645854 -0.086919 -0.2 -1.0 0.3 0.061
H -1.337320 1.631018 0.830336 -0.4 -0.3 -1.2 0.086
H -1.466552 -1.443443 -0.914591 1.7 0.8 -1.0 0.158
H -0.340477 -2.108855 -2.803207 0.2 0.4 -0.4 0.117
H 0.959436 -0.843141 -2.671813 -1.4 0.0 0.2 0.144
H -1.779061 -0.077464 -3.172847 0.9 -0.4 0.0 0.095
```
Forces are in eV/Å.

* highest occupied orbital energy: -8.692 eV
* orbital gap: 0.3520 Eh
* energy above the lowest of the compared OMol25 structures with the same formula, charge and spin: 291.1 kJ/mol
* LUMO: 0.89 eV


2.
The following is a DFT calculation (the ωB97M-V functional and the def2-TZVPD basis) of 3 unconnected molecules or ions with the total composition C4H14NO3S2 at a distorted geometry.

```
24
Properties=species:S:1:pos:R:3:forces:R:3:lowdin_charge:R:1
N 0.723541 -0.524281 -1.771232 0.0 -0.9 0.6 0.014
C 0.721984 -0.483685 -0.307399 -2.2 0.1 0.6 -0.457
C 1.002336 -1.827137 0.432258 2.0 0.8 -0.5 -0.470
O 0.724666 -1.797240 1.746126 -0.3 -0.1 -0.4 -0.287
C -0.724311 -0.145182 0.124676 0.1 1.5 0.3 -0.462
S -1.341260 1.400151 -0.735132 0.1 -0.2 0.0 0.454
S -0.964077 3.056003 0.434016 -0.2 -0.2 0.1 0.380
C 0.827459 3.152874 0.455915 0.6 -0.1 0.3 -0.507
H 1.320734 -1.269679 -2.109589 0.2 0.4 -0.2 0.066
H 0.875147 0.387341 -2.169282 0.3 -0.2 -0.3 0.037
H 1.338689 0.320509 0.096948 0.4 -0.2 0.0 0.104
H 2.119971 -1.946897 0.275313 -0.2 -0.3 -0.3 0.099
H 0.571170 -2.618032 -0.234940 -0.4 -0.2 0.3 0.095
H -1.462206 -0.897442 -0.130421 0.0 -0.2 -0.3 0.046
H -0.834016 -0.018946 1.202014 0.3 0.1 0.0 0.073
H 1.196051 3.952550 1.099234 -0.5 0.2 0.2 0.025
H 1.295355 3.331912 -0.506936 -0.2 -0.3 -0.3 0.029
H 1.187593 2.235419 0.908456 0.2 -0.1 -0.2 0.009
H 1.958170 -2.725007 2.279670 -0.9 -0.1 -0.2 -0.036
H 2.719763 -4.079372 1.888242 -0.2 0.2 -0.2 -0.008
O 2.445113 -3.526658 2.620439 0.8 -0.4 0.6 -0.139
H -1.535259 -2.009342 -1.509658 0.3 -0.3 -0.2 -0.017
H -1.558235 -3.539177 -1.804315 0.2 0.1 0.3 0.025
O -1.947237 -2.697944 -2.046996 -0.5 0.1 -0.3 -0.073
```
Forces are in eV/Å.

* highest occupied orbital energy: -3.908 eV
* net charge: -1
* orbital gap: 0.2489 Eh
* energy above the lowest of the compared OMol25 structures with the same formula, charge and spin: 0.0 kJ/mol
* LUMO: 2.87 eV


3.
The following is a DFT calculation (the ωB97M-V functional and the def2-TZVPD basis) of a molecular structure, C18H14ClN5 at a distorted geometry.

```
38
Properties=species:S:1:pos:R:3:forces:R:3:lowdin_charge:R:1
C -5.176608 -0.961495 1.336709 3.1 3.0 2.3 -0.057
C -3.692122 -0.981923 0.701683 -4.9 3.0 2.2 -0.341
N -3.101942 0.217360 0.244672 -3.1 -4.8 2.2 0.085
N -1.986366 -0.253117 -0.189770 2.6 -0.6 -3.0 -0.022
C -1.802122 -1.728690 -0.133282 -9.0 8.1 3.5 -0.202
C -3.034751 -2.161189 0.620789 4.5 -0.9 -2.2 0.027
H -3.254363 -3.219600 1.009642 0.2 2.1 -0.8 0.135
N -0.665399 -2.188654 -0.407688 4.3 -2.9 -1.6 0.093
C 0.549464 -1.715313 -0.115952 4.4 1.7 3.0 -0.312
N 0.807430 -0.598663 0.501515 -3.8 0.8 -0.7 0.191
C 1.966009 0.111138 0.696210 -0.3 -11.9 -3.5 -0.255
C 2.127448 1.291145 1.110521 3.1 3.2 2.0 -0.044
C 3.530546 1.487032 1.246674 -7.0 11.9 5.6 -0.161
C 4.636503 0.979822 1.024562 0.6 -9.0 -4.9 -0.078
C 4.434810 -0.380582 0.340199 -5.8 3.5 3.9 0.083
C 3.076977 -0.905466 0.432118 4.7 1.6 -2.4 -0.084
N 2.997458 -2.283204 -0.144152 -3.7 4.4 2.6 0.085
C 1.714054 -2.585891 -0.271018 3.1 1.3 -0.9 -0.729
Cl 1.633973 -4.022180 -1.045633 -1.5 -3.5 -1.5 0.804
H 5.250534 -0.934165 0.293205 3.4 -2.9 -1.1 0.042
H 5.563100 1.288965 1.024020 4.4 2.1 0.7 0.056
H 3.553621 2.751311 1.921825 0.5 -3.5 -2.0 0.190
H 1.361981 1.893127 1.542453 -0.2 0.6 -0.2 0.121
H -0.776430 -3.147902 -0.315370 0.9 -2.5 -0.5 0.120
C -1.213988 0.915918 -0.989190 -6.3 -4.8 10.1 -0.144
C -1.116419 2.050675 -0.222185 -9.8 -8.8 4.9 -0.090
C -0.374835 2.810882 -0.770239 8.7 16.4 -3.6 -0.235
C 0.451284 2.854592 -1.889836 -5.4 -11.8 1.9 0.071
C 0.294596 1.387785 -2.299588 8.4 6.9 -8.0 -0.044
C -0.410948 0.412316 -1.798304 2.3 -0.4 -4.2 -0.143
H -0.477999 -0.420162 -2.366153 -0.3 -3.0 -0.9 0.115
H 0.949064 1.165374 -3.400281 -1.8 0.3 3.3 0.171
H 1.091943 3.486014 -2.261972 3.0 3.5 -1.8 0.041
H -0.389625 3.861791 -0.367625 0.1 -0.6 0.5 0.139
H -1.862410 2.174942 0.640686 1.6 0.1 -1.4 0.169
H -5.825691 -1.428041 0.715911 -1.8 -2.9 -1.4 -0.009
H -5.599754 0.053421 1.030502 0.9 -0.5 1.6 0.073
H -5.229014 -1.277386 2.554325 0.0 1.1 -3.7 0.138
```
Forces are in eV/Å.

* highest occupied orbital energy: -7.586 eV
* orbital gap: 0.2539 Eh
* LUMO: -0.68 eV


> Which of these has the lowest orbital gap?

C4H14NO3S2


Repeat the second record exactly.
The following is a DFT calculation (the ωB97M-V functional and the def2-TZVPD basis) of 3 unconnected molecules or ions with the total composition C4H14NO3S2 at a distorted geometry.

```
24
Properties=species:S:1:pos:R:3:forces:R:3:lowdin_charge:R:1
N 0.723541 -0.524281 -1.771232 0.0 -0.9 0.6 0.014
C 0.721984 -0.483685 -0.307399 -2.2 0.1 0.6 -0.457
C 1.002336 -1.827137 0.432258 2.0 0.8 -0.5 -0.470
O 0.724666 -1.797240 1.746126 -0.3 -0.1 -0.4 -0.287
C -0.724311 -0.145182 0.124676 0.1 1.5 0.3 -0.462
S -1.341260 1.400151 -0.735132 0.1 -0.2 0.0 0.454
S -0.964077 3.056003 0.434016 -0.2 -0.2 0.1 0.380
C 0.827459 3.152874 0.455915 0.6 -0.1 0.3 -0.507
H 1.320734 -1.269679 -2.109589 0.2 0.4 -0.2 0.066
H 0.875147 0.387341 -2.169282 0.3 -0.2 -0.3 0.037
H 1.338689 0.320509 0.096948 0.4 -0.2 0.0 0.104
H 2.119971 -1.946897 0.275313 -0.2 -0.3 -0.3 0.099
H 0.571170 -2.618032 -0.234940 -0.4 -0.2 0.3 0.095
H -1.462206 -0.897442 -0.130421 0.0 -0.2 -0.3 0.046
H -0.834016 -0.018946 1.202014 0.3 0.1 0.0 0.073
H 1.196051 3.952550 1.099234 -0.5 0.2 0.2 0.025
H 1.295355 3.331912 -0.506936 -0.2 -0.3 -0.3 0.029
H 1.187593 2.235419 0.908456 0.2 -0.1 -0.2 0.009
H 1.958170 -2.725007 2.279670 -0.9 -0.1 -0.2 -0.036
H 2.719763 -4.079372 1.888242 -0.2 0.2 -0.2 -0.008
O 2.445113 -3.526658 2.620439 0.8 -0.4 0.6 -0.139
H -1.535259 -2.009342 -1.509658 0.3 -0.3 -0.2 -0.017
H -1.558235 -3.539177 -1.804315 0.2 0.1 0.3 0.025
O -1.947237 -2.697944 -2.046996 -0.5 0.1 -0.3 -0.073
```
Forces are in eV/Å.

* highest occupied orbital energy: -3.908 eV
* net charge: -1
* orbital gap: 0.2489 Eh
* energy above the lowest of the compared OMol25 structures with the same formula, charge and spin: 0.0 kJ/mol
* LUMO: 2.87 eV


Copy entry 2 word for word.
The following is a DFT calculation (the ωB97M-V functional and the def2-TZVPD basis) of 3 unconnected molecules or ions with the total composition C4H14NO3S2 at a distorted geometry.

```
24
Properties=species:S:1:pos:R:3:forces:R:3:lowdin_charge:R:1
N 0.723541 -0.524281 -1.771232 0.0 -0.9 0.6 0.014
C 0.721984 -0.483685 -0.307399 -2.2 0.1 0.6 -0.457
C 1.002336 -1.827137 0.432258 2.0 0.8 -0.5 -0.470
O 0.724666 -1.797240 1.746126 -0.3 -0.1 -0.4 -0.287
C -0.724311 -0.145182 0.124676 0.1 1.5 0.3 -0.462
S -1.341260 1.400151 -0.735132 0.1 -0.2 0.0 0.454
S -0.964077 3.056003 0.434016 -0.2 -0.2 0.1 0.380
C 0.827459 3.152874 0.455915 0.6 -0.1 0.3 -0.507
H 1.320734 -1.269679 -2.109589 0.2 0.4 -0.2 0.066
H 0.875147 0.387341 -2.169282 0.3 -0.2 -0.3 0.037
H 1.338689 0.320509 0.096948 0.4 -0.2 0.0 0.104
H 2.119971 -1.946897 0.275313 -0.2 -0.3 -0.3 0.099
H 0.571170 -2.618032 -0.234940 -0.4 -0.2 0.3 0.095
H -1.462206 -0.897442 -0.130421 0.0 -0.2 -0.3 0.046
H -0.834016 -0.018946 1.202014 0.3 0.1 0.0 0.073
H 1.196051 3.952550 1.099234 -0.5 0.2 0.2 0.025
H 1.295355 3.331912 -0.506936 -0.2 -0.3 -0.3 0.029
H 1.187593 2.235419 0.908456 0.2 -0.1 -0.2 0.009
H 1.958170 -2.725007 2.279670 -0.9 -0.1 -0.2 -0.036
H 2.719763 -4.079372 1.888242 -0.2 0.2 -0.2 -0.008
O 2.445113 -3.526658 2.620439 0.8 -0.4 0.6 -0.139
H -1.535259 -2.009342 -1.509658 0.3 -0.3 -0.2 -0.017
H -1.558235 -3.539177 -1.804315 0.2 0.1 0.3 0.025
O -1.947237 -2.697944 -2.046996 -0.5 0.1 -0.3 -0.073
```
Forces are in eV/Å.

* highest occupied orbital energy: -3.908 eV
* net charge: -1
* orbital gap: 0.2489 Eh
* energy above the lowest of the compared OMol25 structures with the same formula, charge and spin: 0.0 kJ/mol
* LUMO: 2.87 eV


> Which value of LUMO does entry 2 give?

2.87 eV